# 1
ORCA calculation (ωB97M-V/def2-TZVPD) on a gas-phase ion, C9H10N3OS (charge +1).

```
! RIJCOSX wB97M-V def2-TZVPD def2/J DEFGRID3
* xyz 1 1
H 1.9316 -0.6384 -2.0593
S -1.2139 -1.3778 -3.6835
H -3.4619 -0.8941 0.6701
H 3.3089 0.4659 1.8786
C 1.2986 0.7221 1.4893
H 1.8614 -0.8122 0.3077
N 1.0851 -0.2444 0.6260
C -2.5562 -0.8574 0.0872
H 1.0910 -1.2363 -4.4308
H 0.2115 3.4053 2.1729
N 2.4605 0.9707 2.0677
H 2.4848 1.7742 2.6890
H -1.3532 -0.3725 1.7854
N 0.5284 2.5657 2.6544
C -0.1749 -0.5129 0.0076
C 0.9013 -0.8330 -2.2999
C -1.3532 -0.5541 0.7237
C -0.1740 -0.7923 -1.3676
C 0.4830 -1.1331 -3.5520
C -1.4116 -1.0821 -1.9864
H -3.5249 -1.3573 -1.7607
H -0.0700 2.4365 3.4722
C -2.5972 -1.1192 -1.2657
O 0.2449 1.4767 1.7742
*
```

Computed properties:
- LUMO level: -2.850 eV
- Highest occupied orbital energy: -0.41863 Ha
- Maximum force: 0.01461 Eh/bohr
- Relative energy (zero: lowest compared OMol25 entry of this formula, charge and spin): 0.0 kJ/mol
- SMILES: NOC(=[NH2+])Nc1cccc2sccc12

***

# 2
ORCA calculation (ωB97M-V/def2-TZVPD) on a gas-phase ion, C9H10N4 (charge +2) at a distorted geometry.

```
! RIJCOSX wB97M-V def2-TZVPD def2/J DEFGRID3
* xyz 2 1
C 1.2473 2.2846 0.7351
H -2.7765 -0.7130 -1.5354
H -0.7120 0.2294 -2.1108
N 1.1699 -1.4536 0.6264
N 2.1803 1.5401 0.1681
C 0.0820 -0.7365 0.6697
N 3.0915 -1.5993 -0.7185
N 0.0107 1.7086 0.6495
H -1.4834 1.4995 -1.4372
C 1.7024 0.4914 -0.3642
C -2.4366 -0.2220 -0.5888
C 2.0987 -0.8800 -0.1635
H -3.2491 0.4657 -0.5024
H -3.1636 -1.3533 1.1712
H 3.9227 -1.3054 -1.2450
C -1.1505 0.4549 -1.1732
H -0.8359 2.1053 0.9976
C -2.3358 -0.9624 0.5952
H -1.1031 -1.6960 2.2503
H 3.1542 -2.5147 -0.3220
H 1.6929 3.1852 1.2472
C 0.0285 0.6068 -0.1849
C -1.1348 -1.1354 1.2356
*
```

Computed properties:
- LUMO level: -10.303 eV
- Highest occupied orbital energy: -0.64959 Ha
- Maximum force: 0.08751 Eh/bohr
- Relative energy (zero: lowest compared OMol25 entry of this formula, charge and spin): 207.7 kJ/mol

***

# 3
ORCA calculation (ωB97M-V/def2-TZVPD) on C9H10N4OS in the gas phase at a distorted geometry.

```
! RIJCOSX wB97M-V def2-TZVPD def2/J DEFGRID3
* xyz 0 1
C 0.2514 -2.2947 -0.2780
C -0.4247 3.0000 -0.2248
C 0.3239 -2.4568 1.2333
H -0.2946 -1.7416 1.7664
C 0.7670 0.9972 0.6373
C 0.8632 -0.9900 -0.8310
H 0.8530 -1.0471 -1.9246
C 0.3959 2.4254 0.7947
H -1.2156 -2.4422 -1.8799
H -1.6507 -3.3934 -0.3923
N -0.6988 4.3032 0.1222
S -1.2160 0.2704 -2.6862
H 1.9388 -0.9788 -0.5957
N 0.6512 3.3393 1.6867
H 0.8435 -3.1123 -0.7021
C -0.5242 1.0179 -1.3709
H -0.0582 5.4086 1.8352
C -0.0765 4.4440 1.2331
N -0.8828 2.3631 -1.2432
N 0.2349 0.2649 -0.4250
O 1.5745 0.4670 1.3812
H 1.3552 -2.3411 1.5625
C -1.1949 -2.4319 -0.7647
H -1.8067 -1.6147 -0.4078
H -0.0090 -3.4565 1.4737
*
```

Computed properties:
- LUMO level: -3.116 eV
- Highest occupied orbital energy: -0.34126 Ha
- Maximum force: 0.06042 Eh/bohr
- Relative energy (zero: lowest compared OMol25 entry of this formula, charge and spin): 2.8 kJ/mol
- SMILES: CC(C)CN1C(=O)C2=NC=NC2=NC1=S

***

# 4
ORCA calculation (ωB97M-V/def2-TZVPD) on C9H10NO2P in the gas phase at a distorted geometry.

```
! RIJCOSX wB97M-V def2-TZVPD def2/J DEFGRID3
* xyz 0 1
C -3.4770 0.9228 -1.0741
H -3.6021 -0.1554 -0.7791
O 0.2455 -1.6901 -0.8249
C 0.9229 0.4798 0.0031
C -1.1537 -1.7480 1.5331
C -2.1971 1.1940 -0.2846
H -2.0900 -1.2916 2.0161
C 2.5280 -1.0009 -0.7881
N -1.3107 0.1859 -0.4496
O -1.9253 2.2527 0.2891
H 4.4961 -0.3333 -0.5237
H 2.7239 -1.8774 -1.3117
H -4.3248 1.5067 -0.8308
H 1.7424 2.4609 0.8921
C 3.1665 1.1196 0.3430
C 3.4470 -0.1133 -0.2822
H 3.7759 1.7986 0.8163
C 1.8139 1.4453 0.4074
H -0.3878 -1.2225 2.0462
P -1.2925 -1.4458 -0.3168
H -0.9481 -2.6993 1.7790
H -3.3308 0.9376 -2.0760
C 1.1778 -0.7261 -0.5838
*
```

Computed properties:
- LUMO level (spin up / spin down): -1.017 / -1.041 eV
- Highest occupied orbital energy (spin up / spin down): -0.31396 / -0.31366 Ha
- Maximum force: 0.09004 Eh/bohr
- Relative energy (zero: lowest compared OMol25 entry of this formula, charge and spin): 295.1 kJ/mol

***

# 5
ORCA calculation (ωB97M-V/def2-TZVPD) on C9H10O3 in the gas phase at a distorted geometry.

```
! RIJCOSX wB97M-V def2-TZVPD def2/J DEFGRID3
* xyz 0 1
C -0.9156 0.6670 -0.2520
H 1.0275 -2.3802 -2.1113
H -0.4541 3.4385 0.9875
H -2.3963 -0.4759 -2.3264
C -1.4044 -1.0232 -2.1332
O 1.7525 0.9529 2.1634
C -0.6318 2.4985 1.5677
H -1.7306 2.5103 1.7836
O -1.7570 1.5266 -0.8565
C -0.6187 -0.5621 -0.8873
H -0.1214 2.6862 2.4974
H 1.9172 -2.8413 -0.6588
C 1.0331 0.4496 1.1217
H 2.6099 0.4162 2.1171
C -0.1377 1.1883 0.7966
C 1.2356 -0.7781 0.6319
H 2.0261 -1.4524 1.0272
C 0.4781 -1.3006 -0.4303
O -1.0456 -1.8835 -2.8780
C 0.9046 -2.5382 -1.0368
H -1.9330 2.2886 -0.2530
H 0.1616 -3.3873 -0.8707
*
```

Computed properties:
- LUMO level: 0.544 eV
- Highest occupied orbital energy: -0.31685 Ha
- Maximum force: 0.08403 Eh/bohr
- Relative energy (zero: lowest compared OMol25 entry of this formula, charge and spin): 126.0 kJ/mol
- SMILES: Cc1cc(O)c(C)c(O)c1C=O

***

# 6
ORCA calculation (ωB97M-V/def2-TZVPD) on a molecular structure, C9H10O4 at a distorted geometry.

```
! RIJCOSX wB97M-V def2-TZVPD def2/J DEFGRID3
* xyz 0 1
H 0.4495 3.3142 -0.0940
C -1.1871 0.4781 -0.4095
O -1.0811 -2.3668 0.6217
O -2.2948 -0.1763 -0.7331
H 2.1428 1.8921 0.4440
C 3.3133 -0.3456 -0.1228
C 1.2601 1.4299 0.3990
H -4.2675 0.1684 -0.5734
C 1.0209 0.1850 0.2435
C -1.1129 1.8544 -0.3853
H -1.9489 2.2861 -0.6218
H 4.0665 -1.1603 -0.7929
H -0.4238 -3.5140 0.6523
H -3.3875 -1.8296 0.7853
H 3.1726 0.8142 -0.8618
H 3.8423 -0.3470 1.1235
C -0.2394 -0.4812 -0.1791
O 0.6000 -2.4176 -0.8994
O 1.9739 -0.8031 -0.1018
C 0.2024 2.2731 -0.0856
C -0.2370 -1.8252 -0.1261
H -2.6750 0.8009 1.4263
C -3.1895 -0.2296 0.2911
*
```

Computed properties:
- LUMO level: -0.082 eV
- Highest occupied orbital energy: -0.32358 Ha
- Maximum force: 0.21074 Eh/bohr
- Relative energy (zero: lowest compared OMol25 entry of this formula, charge and spin): 1411.2 kJ/mol

***

# 7
ORCA calculation (ωB97M-V/def2-TZVPD) on a molecular structure, C9H11AgNO4S at a distorted geometry.

```
! RIJCOSX wB97M-V def2-TZVPD def2/J DEFGRID3
* xyz 1 1
O 2.3035 -0.8255 1.7188
H 1.8989 1.1393 1.2110
C -1.1743 0.8333 1.1399
C 1.1864 -0.0114 -1.7095
H -1.2062 -1.6138 -1.2293
H 0.8739 -0.8097 -2.3876
C -1.5730 -0.8900 -0.4991
O 1.0340 -1.7961 -0.0861
H 2.9692 0.0723 0.1197
H -0.5270 1.3743 -1.9833
C -0.6224 -0.1204 0.1282
Ag 0.5312 2.2464 0.5696
C 0.5473 1.3115 -2.1813
H -4.3828 0.0196 0.7549
O 1.8819 -3.3850 1.6177
O 0.2246 -1.8708 2.3508
H -0.5113 1.5341 1.7638
N -2.8848 -0.8520 -0.3227
C -2.5277 0.8403 1.3348
C 0.9026 -0.3568 -0.2437
H -3.0008 1.4786 2.0720
H 1.0662 2.2141 -1.7938
H 0.6577 1.3527 -3.2698
C 2.0530 0.1474 0.7131
S 1.3170 -2.1076 1.4724
C -3.3071 -0.0149 0.5842
H 2.2699 0.0901 -1.8446
*
```

Computed properties:
- LUMO level: -5.755 eV
- Highest occupied orbital energy: -0.51092 Ha
- Maximum force: 0.06518 Eh/bohr

***

# 8
ORCA calculation (ωB97M-V/def2-TZVPD) on a molecular structure, C9H11Br3Cl6O6 at a distorted geometry.

```
! RIJCOSX wB97M-V def2-TZVPD def2/J DEFGRID3
* xyz 0 1
Br 2.9721 -0.6492 2.1505
C 0.9734 -0.0368 -0.9618
H 3.8594 0.5175 4.3515
C 4.2569 0.3579 3.3492
C -0.8259 -1.1623 -5.4456
H 0.1651 3.9182 0.0916
C -1.1840 -2.2878 -6.3455
Cl 1.8749 5.0138 -0.9492
H 1.6909 -0.7234 -0.5124
Br 4.6826 2.1649 2.5547
C -2.5971 -0.5028 4.2890
Cl 0.8703 -0.3433 -2.7233
O 0.2662 -0.8579 6.1082
H -1.7466 -1.2502 2.4073
O -2.3745 -2.7999 -5.8297
C -0.6060 -0.9469 5.2984
C 0.7662 4.7961 0.3282
O -1.5107 -1.5893 -4.2780
Cl 1.5722 1.5690 -0.5298
H -1.3344 -0.2562 -5.7750
H -3.2341 -1.3871 4.3118
H -3.2090 0.3974 4.2325
H -0.3940 -3.0387 -6.3545
H -1.2626 -2.1262 -7.4206
O -1.8339 -0.5273 5.4761
Cl 1.6160 4.5975 1.8482
Cl -0.2783 6.3091 0.5325
Br 5.9142 -0.7379 3.4765
C -2.5040 -2.4657 -4.5669
Cl -0.5264 -0.4529 -0.0434
H 0.2526 -1.0049 -5.4317
O -3.3003 -2.9371 -3.7985
C -1.4747 -0.6496 3.2753
O -0.4456 -1.2166 3.9598
H -1.0908 0.3084 2.9247
*
```

Computed properties:
- LUMO level: -0.577 eV
- Highest occupied orbital energy: -0.38141 Ha
- Maximum force: 0.06106 Eh/bohr
- Relative energy (zero: lowest compared OMol25 entry of this formula, charge and spin): 133.3 kJ/mol

***

# 9
ORCA calculation (ωB97M-V/def2-TZVPD) on 2 unconnected molecules or ions with the total composition C9H11Cl4FNO at a distorted geometry.

```
! RIJCOSX wB97M-V def2-TZVPD def2/J DEFGRID3
* xyz 1 1
H -1.4155 -1.0100 1.1873
Cl 0.9714 0.7728 4.6439
H 0.7806 -1.8715 -1.1567
Cl 1.6058 0.1646 1.8957
C -0.1237 -0.1140 -0.2958
C 0.8754 -0.8143 -0.9323
O 3.0329 -0.8421 -1.9143
H -1.4862 -1.7148 -0.4162
Cl 1.0121 -1.9711 3.7510
N 2.0150 -0.1835 -1.2882
H -0.6766 1.8303 0.4818
C -1.4306 -0.7582 0.1225
Cl 3.4818 -0.4972 4.0058
C 2.2248 1.1058 -1.0569
H 1.4342 2.9300 -0.2212
C 1.7735 -0.3854 3.5891
H -2.1940 -0.5203 -2.3705
C 0.0994 1.2473 -0.0003
C 1.2732 1.8757 -0.4010
H -2.5042 1.1367 -0.2513
H -3.4987 -0.1358 0.3694
H 2.7117 -1.7085 -2.2098
H -3.8673 -0.9383 -1.7942
C -3.0561 -0.2076 -1.7733
H 3.1568 1.5732 -1.3519
C -2.6630 0.0548 -0.3076
F -3.5326 0.9815 -2.3049
*
```

Computed properties:
- LUMO level: -4.494 eV
- Highest occupied orbital energy: -0.51260 Ha
- Maximum force: 0.03186 Eh/bohr

***

# 10
ORCA calculation (ωB97M-V/def2-TZVPD) on a gas-phase ion, C9H11ClNO (charge +1) at a distorted geometry.

```
! RIJCOSX wB97M-V def2-TZVPD def2/J DEFGRID3
* xyz 1 1
C 0.4779 0.2756 -0.2837
H 2.3822 3.0077 1.6511
C 0.5254 2.3723 0.8616
H -0.2696 -1.8734 1.3631
H 2.2586 -0.8849 -0.1360
C 1.7941 0.0844 0.0305
H -1.8857 -0.2962 0.2829
C -0.3227 -0.8412 -0.9136
C -1.1649 -2.1301 1.0274
H -2.2459 -1.5871 -0.7658
H -1.2976 1.5832 -0.1294
H -1.2124 -3.1387 0.6452
C -1.1599 -0.1724 -2.3573
O -2.3521 -0.1535 -2.3585
Cl 0.1599 0.0584 -3.4377
H 3.5964 0.8317 1.0280
C -0.2423 1.4258 0.1159
C 1.8959 2.1441 1.1365
C 2.5421 0.9969 0.7211
H 0.0548 -1.7219 -1.5094
N -1.5166 -1.1718 -0.1106
H -0.0879 3.2429 1.2529
H -1.9296 -2.0518 1.8857
*
```

Computed properties:
- LUMO level: -3.341 eV
- Highest occupied orbital energy: -0.48181 Ha
- Maximum force: 0.10690 Eh/bohr
- Relative energy (zero: lowest compared OMol25 entry of this formula, charge and spin): 0.0 kJ/mol
- SMILES: C[NH2+][C@@H](C(=O)Cl)c1ccccc1